ORCA calculation (ωB97M-V/def2-TZVPD) on C17H22Cl3NO7PTi as an isolated structure at a distorted geometry.

```
52
Properties=species:S:1:pos:R:3:forces:R:3:nbo_charge:R:1
Ti -0.30757 0.87820 0.43087 0.68 -0.76 0.57 1.6038
N 0.10047 0.05931 7.78063 -0.02 0.03 -0.18 -0.2554
C -0.01690 0.16490 6.64196 -0.02 0.00 -0.02 0.2537
C -0.15886 0.29237 5.21055 0.07 -0.06 0.13 -0.1473
C -0.93354 1.31359 4.67425 -0.04 0.03 0.11 -0.1475
C -1.05113 1.43367 3.29902 -0.10 -0.02 -0.11 -0.2399
C -0.41250 0.53480 2.44871 -0.22 -0.08 0.15 -0.2534
C 0.35714 -0.49170 2.99798 -0.08 -0.01 0.03 -0.2261
C 0.48702 -0.61384 4.36885 0.00 -0.01 0.08 -0.1516
H -1.43381 2.01172 5.33329 0.00 -0.03 -0.01 0.2373
H -1.66094 2.23201 2.89845 0.00 0.07 0.00 0.2135
H 0.85210 -1.21650 2.36563 0.02 -0.04 -0.04 0.2301
H 1.08024 -1.41099 4.79702 0.00 0.01 -0.01 0.2408
C 3.48691 0.89762 0.63574 -0.01 0.03 -0.11 -0.7242
C 2.03610 1.10895 0.42151 0.26 0.18 -0.18 0.8213
O 1.38018 0.51323 -0.51477 0.44 0.11 0.18 -0.6444
O 1.34174 1.86058 1.16796 0.35 0.00 0.07 -0.6345
H 3.75299 -0.12587 0.38274 0.02 0.00 -0.02 0.2627
H 3.74774 1.13464 1.66340 0.00 0.01 -0.01 0.2597
H 4.03461 1.56683 -0.03256 0.00 -0.02 0.00 0.2700
Cl -2.17701 -3.52137 0.14282 0.06 -0.13 -0.02 0.1115
C -2.73727 -1.89094 -0.10838 0.09 0.19 0.09 -0.2201
Cl -3.84800 -1.78113 -1.44778 -0.09 -0.02 -0.16 0.1006
Cl -3.51888 -1.26773 1.39033 0.20 -0.03 -0.25 0.0567
C -1.54207 -0.93727 -0.31573 -0.34 -0.37 0.05 0.7393
O -0.47932 -1.11514 0.34712 -0.59 -0.26 -0.10 -0.5909
O -1.66876 0.13460 -0.97052 -0.03 -0.16 0.26 -0.6258
C -0.50230 5.37323 2.59845 0.00 0.00 0.01 -0.6348
C 0.26238 5.32911 1.29991 0.02 -0.05 0.09 -0.0625
O -0.60395 4.85555 0.22206 0.10 0.04 0.09 -0.8141
P -0.30154 3.51344 -0.55093 -0.42 0.39 -0.54 1.7278
O -1.44055 2.40895 0.33410 -0.45 1.02 -0.45 -0.8136
C -2.90851 2.48944 0.08902 -0.02 0.13 0.35 -0.0530
C -3.50206 3.72395 0.72106 0.09 -0.02 0.03 -0.6431
O -1.21361 3.76799 -1.81934 0.00 0.04 0.12 -0.8277
C -0.95446 3.32843 -3.18700 0.05 -0.07 0.02 -0.0480
C 0.16422 2.32416 -3.33095 0.03 0.05 0.09 -0.6520
H 0.10351 5.88226 3.35052 -0.03 -0.04 -0.02 0.2384
H -0.72436 4.36987 2.96325 -0.01 0.02 -0.01 0.2077
H -1.43230 5.92866 2.47680 0.02 0.00 0.01 0.2266
H 1.13722 4.68118 1.37671 0.02 -0.03 -0.04 0.1907
H 0.58851 6.31998 0.99929 -0.01 0.05 -0.08 0.2065
H -3.31708 1.58426 0.52436 0.02 -0.14 0.07 0.2106
H -3.05487 2.46298 -0.98252 0.05 -0.03 -0.14 0.2165
H -3.26221 3.77877 1.78459 -0.03 -0.01 -0.05 0.2180
H -4.58673 3.65902 0.61973 0.02 0.02 0.00 0.2428
H -3.15953 4.63421 0.23353 -0.02 -0.02 0.01 0.2362
H -0.75071 4.23323 -3.75123 0.01 0.08 -0.03 0.2046
H -1.89656 2.91220 -3.53280 -0.07 -0.02 0.01 0.2002
H 1.12621 2.73374 -3.01911 -0.01 -0.01 -0.02 0.2187
H 0.24339 2.04953 -4.38224 0.00 -0.01 -0.01 0.2489
H -0.03229 1.41498 -2.76152 -0.01 -0.03 -0.02 0.2148
```
Positions in Å, forces in eV/Å.

charge	+1
highest occupied orbital energy	-0.4524	Ha
energy	-103776.9297	eV
ΔE to the lowest compared entry with this formula, charge and spin	75.2	kJ/mol

ORCA calculation (ωB97M-V/def2-TZVPD) on one molecule with the formula C17H22F2N2O5S at a distorted geometry.

```
49
Properties=species:S:1:pos:R:3:forces:R:3:nbo_charge:R:1
O 0.27666 -0.96312 -1.57918 0.24 0.29 -0.07 -0.6154
C -0.81404 -0.46386 -1.61108 0.60 0.07 -0.50 0.9063
N -1.94673 -1.16373 -1.24803 -0.13 -0.43 0.56 -0.9016
S -1.80084 -2.17691 0.08659 -0.53 0.71 -0.01 2.5230
O -0.77567 -1.68859 0.93758 0.29 -0.20 -0.05 -0.9119
O -3.11242 -2.33599 0.59142 -0.29 -0.29 -0.30 -0.9040
O -1.38134 -3.55316 -0.56415 -0.56 0.07 0.27 -0.6623
C -0.07846 -3.70163 -0.99602 1.14 -0.26 -0.53 0.1655
C 0.97603 -3.80256 -0.10251 -0.25 -0.08 -0.27 -0.1757
C 2.27035 -3.95962 -0.56743 0.11 0.01 -0.11 -0.2924
C 2.49349 -4.01389 -1.93130 -0.31 0.04 0.10 0.4198
F 3.74746 -4.16902 -2.38588 -0.03 0.01 0.00 -0.3152
C 1.46290 -3.91345 -2.84980 0.01 0.01 0.15 -0.3445
C 0.18115 -3.74579 -2.36453 -0.09 -0.16 0.28 0.4117
F -0.83515 -3.62107 -3.23075 0.09 0.03 0.13 -0.3074
O -1.10962 0.76878 -2.00506 -0.53 -0.23 -0.02 -0.5141
C -0.02757 1.70600 -2.07839 0.40 0.38 0.00 -0.0684
C 0.55661 2.10020 -0.69916 -0.01 -0.49 -0.03 -0.2445
C 1.93612 1.46619 -0.50590 0.04 0.28 0.18 -0.3972
C 2.47960 1.85402 0.85974 -0.09 -0.26 -0.02 -0.4059
C 1.49811 1.39016 1.92346 0.29 0.22 0.00 -0.2138
N 0.21619 2.05370 1.75556 0.02 -0.13 -0.03 -0.4532
C -0.67579 1.65158 2.83454 -0.14 0.25 0.23 -0.2159
C -1.99419 2.41092 2.78038 0.00 -0.32 -0.03 -0.4029
C -2.67136 2.13955 1.44489 0.09 0.32 0.02 -0.3943
C -1.70157 2.52096 0.33372 -0.08 -0.33 0.04 -0.4144
C -0.38908 1.73810 0.46362 -0.16 0.43 -0.39 -0.0410
H -2.83005 -0.68487 -1.32168 -0.21 -0.01 0.18 0.4396
H 0.77029 -3.73447 0.95280 0.01 -0.02 0.11 0.2432
H 3.10178 -4.03100 0.11486 0.08 -0.02 0.05 0.2369
H 1.65235 -3.94390 -3.91040 -0.01 -0.01 -0.09 0.2487
H -0.47016 2.56543 -2.58360 0.05 -0.13 0.03 0.2029
H 0.76327 1.28298 -2.70485 -0.12 0.07 0.01 0.2037
H 0.68016 3.18851 -0.68821 -0.05 -0.01 0.00 0.2130
H 1.85071 0.38055 -0.57097 0.05 0.03 -0.07 0.2260
H 2.60860 1.80756 -1.29642 0.01 -0.06 -0.07 0.2019
H 2.59139 2.93804 0.92251 0.06 0.05 0.06 0.2006
H 3.45372 1.39341 1.02848 0.05 0.03 0.02 0.2092
H 1.87540 1.64602 2.91748 -0.04 -0.09 -0.01 0.1996
H 1.38481 0.29264 1.86645 0.03 0.00 0.05 0.1690
H -0.16751 1.86583 3.77873 -0.01 -0.10 -0.03 0.2002
H -0.87678 0.56562 2.78874 0.03 0.03 0.05 0.1717
H -2.62894 2.09698 3.61029 0.00 0.03 0.05 0.2089
H -1.79654 3.47974 2.87962 -0.01 0.04 0.06 0.2014
H -3.59523 2.71485 1.35578 -0.05 -0.08 -0.01 0.2080
H -2.92025 1.07654 1.36980 -0.08 -0.03 0.00 0.1926
H -2.15405 2.33404 -0.63972 0.02 0.07 0.00 0.2110
H -1.47057 3.58589 0.40954 0.04 0.06 -0.05 0.2040
H -0.60321 0.65188 0.42843 0.05 0.22 0.08 0.1777
```
Positions in Å, forces in eV/Å.

highest occupied orbital energy	-0.3174	Ha
energy	-47474.1062	eV
ΔE to the lowest compared entry with this formula, charge and spin	23.5	kJ/mol
SMILES	O=C(NS(=O)(=O)Oc1ccc(F)cc1F)OC[C@@H]1CCCN2CCCC[C@@H]12